No. 1
This record from the Open Molecules 2025 dataset describes a cluster of 7 separate species, C58H77F6N10O6S2 in total at a distorted geometry. The level of theory is ωB97M-V/def2-TZVPD.

Structure (XYZ):
```
159
Properties=species:S:1:pos:R:3
C -17.2542 8.9001 -3.7205
C -17.8232 9.5383 -4.9802
C -16.6354 10.1983 -5.7404
O -18.6480 8.6059 -5.6840
H -17.8705 8.2471 -3.1026
H -17.1254 9.6320 -2.9230
H -16.2784 8.4467 -3.8948
H -18.5041 10.3449 -4.7084
H -16.2228 10.9795 -5.1022
H -16.9755 10.6326 -6.6806
H -15.8060 9.5021 -5.8646
C -17.8775 16.4354 -10.4468
N -17.6116 15.9135 -9.0944
C -17.7474 14.5773 -8.8715
C -17.4375 14.0716 -7.5926
C -16.9774 14.8931 -6.6051
C -16.8548 16.2864 -6.8897
C -17.1847 16.7320 -8.1561
C -16.5546 14.3300 -5.2673
C -17.4876 13.6592 -4.4554
C -17.1171 12.9744 -3.2726
N -15.8581 13.1152 -2.8667
C -14.9410 13.7630 -3.6131
C -15.2359 14.4345 -4.8117
C -15.4683 12.4254 -1.6647
H -18.5438 17.2976 -10.4213
H -18.3103 15.7284 -11.1546
H -16.9252 16.7227 -10.8924
H -18.0946 13.9550 -9.6830
H -17.5542 13.0155 -7.3988
H -16.5631 17.0361 -6.1691
H -17.1757 17.7516 -8.5121
H -18.5360 13.6118 -4.7104
H -17.8722 12.4626 -2.6944
H -13.9632 13.8711 -3.1674
H -14.4640 14.8991 -5.4074
H -15.3649 11.3572 -1.8556
H -16.1486 12.8326 -0.9167
H -14.4266 12.5909 -1.3898
C -18.5484 4.9400 -16.1894
N -18.8012 5.3774 -14.8190
C -20.0520 5.7986 -14.6193
C -20.3910 6.6276 -13.5544
C -19.3990 6.9606 -12.6403
C -18.1004 6.4972 -12.8426
C -17.8204 5.7696 -13.9879
C -19.5665 7.9248 -11.5430
C -19.3758 7.5405 -10.2254
C -19.4261 8.5197 -9.2115
N -19.6339 9.8181 -9.5356
C -19.8879 10.2164 -10.7979
C -19.8230 9.2950 -11.8906
C -19.8810 10.6849 -8.3734
H -17.5187 4.6142 -16.3366
H -18.8057 5.8055 -16.8001
H -19.2644 4.1891 -16.5231
H -20.7098 5.6085 -15.4545
H -21.4083 6.9615 -13.4136
H -17.3103 6.8205 -12.1810
H -16.8091 5.5493 -14.2966
H -19.2299 6.5047 -9.9568
H -19.3024 8.2840 -8.1648
H -20.0980 11.2736 -10.8657
H -20.0390 9.6351 -12.8926
H -20.9184 10.5405 -8.0719
H -19.7954 11.7456 -8.6097
H -19.1556 10.4796 -7.5861
C -23.1524 -1.1853 -4.2966
N -22.8982 0.2700 -4.2859
C -22.6768 0.8771 -3.0998
C -22.4262 2.2840 -3.0657
C -22.4674 3.0848 -4.2283
C -22.7468 2.4636 -5.4345
C -23.0150 1.0464 -5.4181
C -22.0963 4.4959 -4.2027
C -22.4789 5.3215 -3.0606
C -22.2246 6.6946 -3.0110
N -21.6346 7.2354 -4.1048
C -21.1789 6.4550 -5.1138
C -21.3632 5.1232 -5.2058
C -21.4992 8.6637 -4.3367
H -23.4763 -1.5354 -5.2767
H -24.0820 -1.3690 -3.7577
H -22.3353 -1.7731 -3.8782
H -22.5766 0.0953 -2.3614
H -22.1415 2.7774 -2.1481
H -22.8354 2.9999 -6.3677
H -23.3955 0.4198 -6.2112
H -23.0398 4.8886 -2.2456
H -22.6808 7.3710 -2.3033
H -20.5800 6.9433 -5.8682
H -20.8276 4.6387 -6.0088
H -21.2522 8.8988 -5.3720
H -20.7280 9.1115 -3.7100
H -22.4003 9.2343 -4.1118
C -16.3453 0.1801 -0.6340
N -16.2713 1.2060 -1.6742
C -17.4338 1.6103 -2.3280
C -17.4233 2.6627 -3.2678
C -16.1613 3.1281 -3.7364
C -15.0151 2.7295 -3.0413
C -15.0851 1.7229 -2.0616
C -15.9662 3.9720 -4.9517
C -15.2250 3.5939 -6.0766
C -15.1924 4.4979 -7.1467
N -15.7922 5.7136 -7.0894
C -16.4986 6.0634 -5.9906
C -16.5442 5.2212 -4.9212
C -15.5449 6.7140 -8.1339
H -17.2201 -0.4488 -0.7991
H -16.3941 0.6280 0.3585
H -15.4458 -0.4294 -0.7209
H -18.2811 1.0617 -1.9438
H -18.3595 2.9000 -3.7511
H -14.0749 3.2392 -3.1918
H -14.2198 1.3844 -1.5111
H -14.5640 2.7514 -5.9363
H -14.5290 4.3850 -7.9915
H -16.6924 7.1212 -5.8919
H -16.9978 5.6007 -4.0176
H -14.5636 6.5058 -8.5602
H -15.7020 7.7186 -7.7411
H -16.2205 6.6181 -8.9840
C -20.3178 10.0348 2.1318
N -18.8617 9.6219 1.7673
C -17.8965 10.7870 2.1639
C -18.4897 8.5319 2.7965
C -18.6393 9.1153 0.3307
C -19.3664 9.9102 -0.8104
O -18.8698 11.2343 -0.7627
H -21.0857 9.2841 1.9452
H -20.4579 10.8658 1.4404
H -20.2729 10.4091 3.1545
H -18.2949 11.7060 1.7340
H -16.9597 10.5602 1.6547
H -17.8371 10.9512 3.2398
H -17.4012 8.4944 2.8404
H -18.8968 7.6166 2.3669
H -18.9888 8.7889 3.7308
H -19.0952 8.1252 0.3378
H -17.6056 8.9238 0.0431
H -20.4365 9.8311 -0.6187
H -19.3323 9.4920 -1.8164
H -19.5605 11.8663 -0.9752
C -21.8340 12.3633 -4.0423
F -21.9120 13.5981 -4.3043
F -22.6062 11.7836 -4.8665
F -20.5771 11.9644 -4.3909
S -22.2007 11.9672 -2.1769
O -23.5283 12.5342 -1.8992
O -22.1820 10.5146 -2.0306
N -20.8200 12.7526 -1.4696
S -21.4113 14.0846 -0.9391
O -22.0361 15.0189 -1.8650
O -22.1582 13.8860 0.3067
C -19.6231 14.7825 -0.4131
F -19.2540 14.1290 0.6699
F -18.7290 14.6968 -1.2928
F -19.7708 15.9943 -0.0274
```

The expectation value of S² is 0.768. As for the total charge: +6. The spin multiplicity is 2. Its HOMO energy (spin up / spin down) is -15.61 / -17.93 eV.

No. 2
This record from the Open Molecules 2025 dataset describes a cluster of 18 separate species, C58H80Cl24O20P in total at a distorted geometry. The level of theory is ωB97M-V/def2-TZVPD.

Structure (XYZ):
```
183
Properties=species:S:1:pos:R:3
C -0.2566 -5.0770 1.6947
C -0.8506 -4.0717 0.7313
C 0.0220 -2.8607 0.4828
C -0.7452 -1.8887 -0.4070
P 0.0812 -0.3290 -0.7523
C 0.0023 0.6523 0.7498
C 0.9274 1.8590 0.9303
C 0.7736 2.4041 2.3340
C 1.4314 3.7369 2.6396
C 1.8044 -0.6353 -1.1393
C 2.0270 -1.3350 -2.4431
C 3.5117 -1.3972 -2.7588
C 4.3897 -1.8589 -1.6221
C -0.6328 0.6383 -2.0866
C -2.0805 1.0081 -1.7966
C -2.4063 2.4408 -2.1924
C -2.1764 2.7294 -3.6800
H 0.6945 -5.3892 1.2476
H -0.8968 -5.9142 1.9214
H 0.0660 -4.5382 2.5930
H -1.7936 -3.6792 1.1360
H -1.1117 -4.5325 -0.2279
H 0.9440 -3.0698 -0.0657
H 0.2207 -2.4205 1.4666
H -1.7588 -1.6336 -0.0739
H -0.9194 -2.3107 -1.4099
H 0.0683 -0.0479 1.5960
H -1.0171 1.0345 0.8895
H 0.7415 2.6248 0.1664
H 1.9705 1.5554 0.7824
H 1.1010 1.6531 3.0661
H -0.3055 2.3912 2.5689
H 1.1861 4.0316 3.6513
H 1.2017 4.5289 1.9225
H 2.5064 3.6101 2.4693
H 2.1816 -1.2073 -0.2864
H 2.3323 0.3254 -1.1478
H 1.5806 -0.8935 -3.3350
H 1.6583 -2.3704 -2.4397
H 3.7846 -0.3580 -2.9808
H 3.6188 -2.0524 -3.6171
H 4.1191 -2.8832 -1.3316
H 4.2760 -1.1978 -0.7524
H 5.4618 -1.8615 -1.7828
H -0.4508 0.1394 -3.0402
H 0.0427 1.5104 -2.1374
H -2.3823 0.8957 -0.7600
H -2.7242 0.3341 -2.3720
H -1.7207 3.1078 -1.6439
H -3.4111 2.6189 -1.8197
H -2.9952 2.2537 -4.2317
H -1.2260 2.3242 -4.0198
H -2.2338 3.8012 -3.8390
C -7.2491 -3.1754 -1.2283
C -7.2875 -2.7484 0.0155
C -6.1747 -1.9471 0.6125
O -6.2676 -1.4560 1.7515
C -4.9467 -1.9045 -0.1901
C -4.8154 -2.4198 -1.4037
C -6.0061 -3.1514 -2.0198
O -5.9618 -3.6227 -3.1361
O -3.6852 -2.3500 -2.0999
O -8.4459 -2.6921 0.6496
H -8.1518 -3.5781 -1.6638
H -4.0687 -1.4435 0.2615
H -3.9123 -2.3025 -3.0511
H -8.2587 -2.3268 1.5439
C 2.7768 -9.6814 -0.2204
C 3.8262 -10.4863 -0.0781
C 4.7428 -10.4415 1.1198
O 5.6924 -11.2082 1.2958
C 4.3941 -9.3949 2.1209
C 3.4001 -8.5456 1.9163
C 2.5639 -8.5409 0.6838
O 1.8083 -7.6598 0.4009
O 3.0829 -7.6151 2.8380
O 4.1686 -11.3547 -1.0264
H 2.1435 -9.7544 -1.0947
H 5.0026 -9.2827 3.0077
H 2.4488 -7.0008 2.4058
H 4.8539 -11.9657 -0.6894
C -1.2970 9.4398 2.1075
C -1.5088 8.4560 3.0010
C -2.3988 8.6204 4.2056
O -2.7005 7.7115 4.9099
C -2.9232 9.9539 4.4099
C -2.6460 10.9458 3.5709
C -1.8348 10.7709 2.3396
O -1.6432 11.6763 1.5943
O -3.0431 12.1605 3.7804
O -0.8532 7.3248 2.8253
H -0.5676 9.3585 1.3159
H -3.5997 10.2257 5.2136
H -2.5134 12.7375 3.1890
H -1.2085 6.6044 3.3924
C 5.5298 -6.1625 -0.8730
C 5.3437 -7.2908 -1.5671
C 6.3610 -8.3918 -1.6105
O 6.1825 -9.3640 -2.2489
C 7.5751 -8.1758 -0.8131
C 7.7742 -7.0424 -0.1413
C 6.7774 -5.9188 -0.1538
O 6.9452 -4.9857 0.4956
O 8.9320 -6.7544 0.3909
O 4.2122 -7.5547 -2.2077
H 4.7550 -5.4091 -0.7958
H 8.2470 -9.0230 -0.7326
H 8.8620 -5.8991 0.8632
H 4.3273 -8.4361 -2.6374
C -6.4486 4.8950 3.0465
C -5.1585 5.2277 3.1887
C -4.0035 4.2738 2.8532
O -2.8726 4.6125 3.0690
C -4.4232 3.0575 2.1527
C -5.7025 2.7383 2.0105
C -6.8418 3.5934 2.5148
O -7.9623 3.1577 2.5590
O -6.0925 1.7197 1.3321
O -4.8417 6.4443 3.6220
H -7.1442 5.7236 3.1471
H -3.7245 2.3614 1.7008
H -7.0731 1.6872 1.4071
H -4.1106 6.4871 4.2838
C 7.2401 0.4558 -1.9689
Cl 5.7877 1.4314 -1.7598
Cl 7.2044 -0.6940 -3.3010
H 8.1234 1.0729 -2.0777
H 7.4192 -0.1231 -1.0680
C -0.4372 7.4889 -1.0181
Cl -0.5615 7.4366 -2.7818
Cl 0.4170 6.0888 -0.3730
H 0.1019 8.3837 -0.7430
H -1.4344 7.5169 -0.6017
C 0.0452 6.5557 -6.3099
Cl -0.1152 6.8562 -8.0513
Cl -1.2475 5.5679 -5.6888
H 1.0199 6.1157 -6.1450
H 0.0542 7.5332 -5.8442
C 3.2974 3.9489 6.8153
Cl 1.6070 3.7010 6.4465
Cl 4.2826 4.2725 5.3752
H 3.4660 4.7256 7.5463
H 3.6795 3.0212 7.2223
C -4.3820 -5.4280 4.2838
Cl -4.4570 -5.5625 6.0298
Cl -2.8775 -4.6456 3.7642
H -4.4382 -6.3943 3.8031
H -5.2138 -4.8284 3.9405
C -2.8346 -7.3911 -0.7985
Cl -3.6990 -8.8396 -1.2723
Cl -3.6099 -5.9630 -1.4694
H -2.7666 -7.3028 0.2793
H -1.8077 -7.4541 -1.1403
C -4.9868 6.2036 -2.8526
Cl -4.7359 5.1828 -1.4239
Cl -5.3610 5.2112 -4.2747
H -5.8801 6.7606 -2.6238
H -4.1123 6.7823 -3.0948
C -5.2224 1.1244 -5.7583
Cl -6.8638 1.7720 -5.7936
Cl -4.9814 0.0521 -4.3622
H -5.0690 0.5846 -6.6796
H -4.5262 1.9442 -5.6635
C 5.1728 2.2982 1.7615
Cl 4.4087 3.5445 0.8004
Cl 4.2081 0.8075 1.7670
H 6.1577 2.0679 1.3796
H 5.2811 2.6196 2.7892
C 0.5751 0.5187 7.3232
Cl 0.7190 0.3186 5.5969
Cl 2.1630 0.4439 8.1102
H 0.1227 1.4744 7.5554
H -0.0373 -0.2295 7.8114
C 3.9999 -1.2592 -6.9760
Cl 4.3006 -2.9111 -6.3652
Cl 2.3830 -0.6911 -6.5576
H 4.7228 -0.6000 -6.5218
H 4.1307 -1.3346 -8.0441
C 3.4232 3.6533 -3.4518
Cl 2.6100 2.9765 -2.0420
Cl 2.5618 3.3315 -4.9570
H 3.5818 4.7079 -3.2677
H 4.3992 3.1965 -3.5570
```

As for the total charge: +1. The spin multiplicity is 1. Its HOMO energy is -10.98 eV.

No. 3
This record from the Open Molecules 2025 dataset describes a structure of composition C58H84N5O3SZr at a distorted geometry. The level of theory is ωB97M-V/def2-TZVPD.

Structure (XYZ):
```
152
Properties=species:S:1:pos:R:3
Zr 0.7901 0.3016 0.6345
C -0.3912 5.7977 -4.3570
C 0.5243 6.1440 -3.1761
C -0.1528 7.2347 -2.3399
C 1.8691 6.6727 -3.7075
C 0.8321 4.9093 -2.3350
C 0.8741 4.9352 -0.9969
C 1.3341 3.7950 -0.1429
C 0.9627 3.3018 2.4778
N 1.3823 1.9111 2.7737
C 2.8055 1.8662 3.1681
C 3.6103 0.9439 2.2663
N 2.8597 -0.2715 1.9329
C 2.5638 -1.0632 3.1464
C 1.1560 -1.6700 3.1074
N 0.1547 -0.8418 2.3944
C -0.4636 0.1929 3.2518
C 0.5070 1.2521 3.7820
C -0.8970 -1.7866 1.8786
C -2.1091 -1.2473 1.1404
C -3.3472 -1.7105 1.5534
C -4.5087 -1.4286 0.8498
C -4.3755 -0.6518 -0.2924
C -3.1680 -0.1313 -0.7507
C -2.0020 -0.4444 -0.0213
O -0.7943 0.0235 -0.3527
C -3.2492 0.7375 -2.0267
C -4.3175 1.8286 -1.8290
C -1.9623 1.4610 -2.4469
C -3.6643 -0.1751 -3.1915
C -5.8392 -2.0087 1.3157
C -6.0938 -1.6510 2.7872
C -7.0159 -1.4812 0.4906
C -5.7820 -3.5379 1.1650
C 3.7096 -1.0507 0.9823
C 3.1961 -2.4369 0.7415
C 3.9187 -3.5375 1.1690
C 3.4237 -4.8199 0.9745
C 2.2253 -4.9205 0.2784
C 1.4924 -3.8472 -0.2255
C 1.9646 -2.5526 0.0783
O 1.3211 -1.4054 -0.2001
C 0.2838 -4.1954 -1.1124
C -0.7947 -4.9259 -0.2959
C -0.3575 -2.9884 -1.8024
C 0.7630 -5.1363 -2.2341
C 4.1479 -6.0762 1.4494
C 3.2060 -6.9079 2.3331
C 4.5712 -6.9073 0.2290
C 5.3990 -5.7426 2.2665
C 1.6848 2.5542 -0.9503
O 2.0529 1.5500 -0.2387
C 1.7767 2.6036 -2.3658
C 1.2853 3.7257 -2.9876
C 2.4695 1.5192 -3.2185
C 1.6733 0.2063 -3.2362
C 3.8999 1.2899 -2.6902
C 2.6118 1.9852 -4.6699
H -0.6078 6.7015 -4.9259
H -1.3376 5.3811 -4.0066
H 0.0698 5.0878 -5.0459
H -0.5002 8.0357 -2.9916
H 0.5392 7.6771 -1.6211
H -1.0146 6.8354 -1.8014
H 1.7110 7.5740 -4.3018
H 2.3641 5.9311 -4.3394
H 2.5391 6.9158 -2.8810
H 0.6800 5.8523 -0.4667
H 0.1673 3.5773 3.1698
H 1.7736 4.0093 2.6484
H 2.9020 1.5615 4.2113
H 3.2563 2.8568 3.1179
H 4.5662 0.6986 2.7466
H 3.8367 1.4450 1.3260
H 2.6853 -0.4405 4.0278
H 3.2783 -1.8823 3.2469
H 0.8080 -1.8689 4.1263
H 1.2196 -2.6247 2.5879
H -0.9418 -0.2800 4.1188
H -1.2483 0.6771 2.6726
H 1.1227 0.8003 4.5593
H -0.1142 1.9953 4.2879
H -1.2660 -2.3703 2.7275
H -0.3761 -2.4659 1.2044
H -3.3986 -2.3204 2.4488
H -5.2636 -0.4103 -0.8577
H -4.0991 2.4217 -0.9405
H -5.3204 1.4134 -1.7251
H -4.3249 2.4937 -2.6948
H -1.6016 2.1234 -1.6594
H -2.1795 2.0651 -3.3325
H -1.1766 0.7532 -2.6995
H -4.6174 -0.6678 -2.9938
H -2.9096 -0.9477 -3.3566
H -3.7681 0.4111 -4.1072
H -6.1091 -0.5678 2.9246
H -5.3361 -2.0714 3.4497
H -7.0620 -2.0464 3.0991
H -7.0770 -0.3921 0.5445
H -7.9479 -1.8889 0.8829
H -6.9346 -1.7814 -0.5555
H -4.9961 -3.9679 1.7883
H -5.5776 -3.8102 0.1279
H -6.7342 -3.9828 1.4604
H 4.7328 -1.1036 1.3698
H 3.7263 -0.5033 0.0392
H 4.8730 -3.3702 1.6523
H 1.8409 -5.9151 0.0920
H -1.2418 -4.2753 0.4587
H -0.3902 -5.8052 0.2074
H -1.5946 -5.2574 -0.9609
H -0.7931 -2.2895 -1.0975
H -1.1565 -3.3404 -2.4582
H 0.3733 -2.4502 -2.4085
H 1.1267 -6.0889 -1.8499
H 1.5663 -4.6711 -2.8085
H -0.0660 -5.3483 -2.9114
H 2.3131 -7.2176 1.7895
H 2.8924 -6.3329 3.2069
H 3.7169 -7.8085 2.6781
H 3.7065 -7.2141 -0.3611
H 5.0987 -7.8062 0.5536
H 5.2362 -6.3308 -0.4164
H 5.1553 -5.1136 3.1253
H 6.1495 -5.2364 1.6566
H 5.8430 -6.6646 2.6429
H 1.3003 3.7424 -4.0681
H 1.4110 -0.1363 -2.2468
H 2.2660 -0.5765 -3.7144
H 0.7569 0.3311 -3.8153
H 3.8936 0.8024 -1.7226
H 4.4320 2.2392 -2.5948
H 4.4510 0.6526 -3.3825
H 1.6420 2.0907 -5.1607
H 3.1796 1.2397 -5.2260
H 3.1542 2.9313 -4.7348
N 2.6699 4.2478 0.2658
C 0.3262 3.5097 1.0798
N -0.6113 2.4429 0.9252
C -1.8523 2.8271 1.4076
C -2.9398 2.0097 1.7546
C -4.1361 2.5433 2.2159
C -4.3061 3.9056 2.3868
C -3.2345 4.7462 2.1220
C -2.0496 4.2067 1.6636
S -0.6129 5.1357 1.3414
H 3.2049 3.5298 0.7344
H 2.6365 5.0975 0.8114
H -2.8799 0.9437 1.6622
H -4.9485 1.8627 2.4409
H -5.2439 4.3054 2.7478
H -3.3131 5.8143 2.2808
```

As for the total charge: +1. The spin multiplicity is 1. Its HOMO energy is -8.88 eV.

no.,electronic energy (a.u.)
1,-4648.34828
2,-15148.52676
3,-3205.19688